[1]
10
Properties=species:S:1:pos:R:3 method="wB97M-V/def2-TZVPD" homo_lumo_gap_ev=10.6 homo_energy_ev=-9.87 smiles="C=CBr.N=C=O" de_lowest_kcal_mol=16.1
C 1.6845 -0.3894 -0.8107
C 1.1706 -2.2713 1.7736
C 0.6568 -1.0572 1.8690
N 2.7844 -0.8834 -0.6778
O 0.6847 0.2097 -0.9209
Br 1.5624 0.5329 2.3011
H 2.1861 -2.3463 2.0064
H 0.6061 -3.0943 1.4883
H -0.4564 -0.9235 1.6952
H 2.7597 -1.8874 -0.3710

[2]
10
Properties=species:S:1:pos:R:3 method="wB97M-V/def2-TZVPD" homo_lumo_gap_ev="5.2 / 6.9" homo_energy_ev="-4.32 / -9.99" spin_multiplicity=3 de_lowest_kcal_mol=29.0
C -1.1691 -0.4238 -0.0672
C 0.9676 -0.1490 0.1067
C -0.0999 0.9136 0.4499
N -0.0299 -1.0149 -0.4468
O -2.3576 -0.6649 -0.0905
Br -0.1663 2.3086 -0.7630
H 1.7362 0.1785 -0.6474
H 1.2506 -0.5995 1.0500
H -0.1249 1.2956 1.4538
H -0.0068 -1.8441 -1.0456

[3]
10
Properties=species:S:1:pos:R:3 method="wB97M-V/def2-TZVPD" homo_lumo_gap_ev="7.0 / 6.9" homo_energy_ev="-8.23 / -8.50" de_lowest_kcal_mol=92.2
C 0.6427 0.5685 0.0359
C -0.6527 0.9265 0.2333
C 1.0437 -0.8101 -0.2325
N -1.6097 0.0156 0.3854
S -0.2489 -2.0817 -0.0136
Br -3.2101 0.4625 -0.1930
H 1.3564 1.2493 0.2098
H -0.8223 1.9263 0.3352
H 1.5621 -1.0854 -1.1118
H 1.9389 -1.1715 0.3513

[4]
10
Properties=species:S:1:pos:R:3 method="wB97M-V/def2-TZVPD" homo_lumo_gap_ev="7.1 / 7.4" homo_energy_ev="-7.81 / -8.13" de_lowest_kcal_mol=84.5
C 0.6100 0.8884 0.9722
C 1.0189 -1.2072 -0.0437
C -1.3337 0.6309 -0.8217
N 1.0580 -0.2667 0.7985
S -0.2982 1.7937 -0.2172
Br -2.4631 -0.4773 0.3106
H 0.6193 1.5681 1.9369
H 0.2475 -1.4264 -0.7595
H 1.9086 -1.8922 -0.3515
H -1.3672 0.3888 -1.8247

[5]
13
Properties=species:S:1:pos:R:3 method="wB97M-V/def2-TZVPD" homo_lumo_gap_ev="9.3 / 5.4" charge=+3 homo_energy_ev="-22.13 / -22.09" spin_multiplicity=5 de_lowest_kcal_mol=0.0
Pd -2.8266 -0.0495 4.1568
Pd 1.0846 -0.5300 5.9977
Br -0.3214 -0.6433 3.4789
C 0.6814 -0.7389 -1.4349
C 0.1688 0.2384 -0.3679
O -0.7309 1.0387 -1.1704
C -0.2602 0.9832 -2.3792
O -0.7180 1.7868 -3.2580
O 0.6730 0.1578 -2.5960
H -0.0660 -1.5189 -1.5939
H 1.6360 -1.2328 -1.2968
H 1.0386 0.7707 0.0198
H -0.3594 -0.2620 0.4438

[6]
12
Properties=species:S:1:pos:R:3 method="wB97M-V/def2-TZVPD" homo_lumo_gap_ev="3.1 / 3.4" homo_energy_ev="-4.40 / -4.69" spin_multiplicity=2 de_lowest_kcal_mol=139.4
H 0.2804 1.0557 -2.1146
C -0.0717 0.5600 -1.1897
C 0.6263 1.1984 -0.0226
O 0.5407 0.6873 1.2571
C -0.6783 0.3715 1.9583
O -0.5134 -1.0969 1.9830
Ca 0.9080 -1.5041 0.5310
O 0.1837 -0.8183 -1.2327
H -1.1694 0.7308 -1.1294
H 0.7685 2.2831 -0.0119
H -1.1467 -1.5317 2.5545
Li 0.2719 -1.9358 -2.5830

[7]
12
Properties=species:S:1:pos:R:3 method="wB97M-V/def2-TZVPD" homo_lumo_gap_ev="8.3 / 6.2" homo_energy_ev="-9.49 / -7.70" de_lowest_kcal_mol=69.9
C 1.5430 -0.3401 -1.1727
C 0.5370 -0.2229 -0.2522
O 0.4272 1.0266 0.4133
C -0.4780 1.2242 1.3133
O -1.2867 0.3158 1.6987
O -0.5582 2.3795 1.8554
O 1.4267 -0.8288 -2.3552
H 2.5638 -0.1668 -0.7565
H -1.2749 -1.7789 -1.7175
H -0.7918 -2.2334 -2.1225
Cd -2.0208 1.6453 2.9541
H -0.0874 -1.0206 0.1419

[8]
12
Properties=species:S:1:pos:R:3 method="wB97M-V/def2-TZVPD" homo_lumo_gap_ev="4.2 / 6.8" charge=+1 homo_energy_ev="-11.83 / -14.46" spin_multiplicity=2 de_lowest_kcal_mol=57.7
O -0.1412 -1.3220 0.3554
C 1.1018 0.3721 -0.4433
C -1.3965 -0.6975 0.1520
O 2.0115 0.2038 -1.3174
O -0.0080 1.0575 -0.7722
C -1.1575 0.7580 -0.0694
H -2.0659 -0.8267 1.0184
H -1.8446 -1.1608 -0.7456
H -1.9621 1.4758 -0.2234
Cd 3.3962 0.4956 0.0507
O 1.5533 0.4157 0.8162
H 0.5131 -0.7716 1.1786

[9]
12
Properties=species:S:1:pos:R:3 method="wB97M-V/def2-TZVPD" homo_lumo_gap_ev="7.3 / 7.3" homo_energy_ev="-9.48 / -9.43" de_lowest_kcal_mol=102.0
C 0.1238 0.2779 -0.2412
C -0.2978 -0.1197 -1.4048
C 0.0740 -0.6248 0.9638
N -0.2980 -0.0390 2.2554
O 0.1485 1.8246 -2.9662
Cl 0.8318 1.7750 -0.0351
Cl 1.8184 -1.2892 1.2204
I -0.9939 -1.5886 -2.5179
H -0.6666 -1.5532 0.7343
H -0.6055 -0.6689 2.9701
H 0.3674 0.6579 2.5532
H -0.5021 1.3481 -3.5319

[10]
13
Properties=species:S:1:pos:R:3 method="wB97M-V/def2-TZVPD" homo_lumo_gap_ev=7.9 charge=+1 homo_energy_ev=-14.64 de_lowest_kcal_mol=0.0
C 0.4798 0.3422 -0.1117
C 1.6907 1.0008 -0.6363
C -0.7519 -1.9101 0.3003
N -1.6344 1.6399 1.3293
O 0.3825 -1.0801 -0.2172
O -2.2492 2.3297 0.7460
O -0.2919 1.1237 0.4392
Cl -2.1960 -1.4066 -0.3171
Cl -0.5005 -3.5653 -0.5307
H 2.1915 1.5039 0.1585
H 1.4686 1.7625 -1.4426
H 2.2926 0.1988 -1.1021
H -0.8820 -1.9396 1.3846

[11]
10
Properties=species:S:1:pos:R:3 method="wB97M-V/def2-TZVPD" homo_lumo_gap_ev=8.9 homo_energy_ev=-8.67 de_lowest_kcal_mol=86.0
C -1.4570 -0.5583 0.7177
C 0.3734 -0.3728 0.0688
C 0.8137 0.8293 -0.6776
O -0.1725 -0.4132 1.3271
Cl 1.0246 -1.8906 -0.5675
Cl 2.1989 1.4005 0.3245
H -2.1210 0.2008 0.6004
H -1.8338 -1.5547 0.5528
H 0.0513 1.6864 -0.5300
H 1.1224 0.6728 -1.8162

[12]
12
Properties=species:S:1:pos:R:3 method="wB97M-V/def2-TZVPD" homo_lumo_gap_ev=8.7 homo_energy_ev=-9.63 de_lowest_kcal_mol=61.5
C -1.0132 2.2532 -0.1072
C -0.1544 1.2543 0.6525
C 0.2865 2.3553 -0.2801
O 4.0120 1.5063 0.5120
O 3.0819 0.1041 -1.2144
S 2.9915 0.6050 0.1263
Cl 1.7046 3.0098 -0.8716
Cl 1.9632 -3.8623 1.7465
H -2.0027 2.5387 -0.3405
H 2.5574 -3.4039 0.7377
H 0.0532 1.4364 1.7638
H -0.0367 0.1916 0.5610